Entry 1:
11
Properties=species:S:1:pos:R:3:mulliken_charge:R:1 method="wB97M-V/def2-TZVPD" homo_lumo_gap_ev="6.298 / 6.263" e_tot_ha=-919.0860 charge=0 largest_force_ha_per_bohr=0.080 e_lumo_ev="-2.759 / -2.763"
C 1.01 -1.03 -0.69 -0.7432
C -1.05 0.76 1.14 -0.8896
F 1.93 -1.21 2.08 -0.7587
P -0.61 -1.06 0.35 0.5994
S -2.17 -2.23 0.18 -0.1927
H 1.21 -2.00 -1.17 0.3101
H 0.84 -0.28 -1.49 0.3202
H 1.68 -0.78 0.13 0.3383
H -1.12 0.61 2.15 0.3222
H -0.33 1.54 0.97 0.3462
H -1.95 1.18 0.62 0.3478

***

Entry 2:
58
Properties=species:S:1:pos:R:3:mulliken_charge:R:1 method="wB97M-V/def2-TZVPD" homo_lumo_gap_ev=5.996 e_tot_ha=-2425.2141 charge=+1 largest_force_ha_per_bohr=0.047 e_lumo_ev=-3.843
Ir 0.07 0.42 -0.47 1.3337
I -4.21 3.30 -0.84 0.0447
C -3.61 2.18 0.82 -0.5842
C -4.38 2.09 1.95 -0.2396
C -3.96 1.31 3.03 -0.2102
I -5.24 1.21 4.70 0.0894
C -2.73 0.60 3.00 0.3846
C -2.26 -0.25 4.01 -0.6741
C -1.03 -0.91 3.84 -0.9575
C -0.30 -0.69 2.70 -0.4005
N -0.73 0.11 1.71 -0.2353
C -1.93 0.73 1.84 0.3832
C -2.36 1.49 0.71 0.7724
O -1.67 1.54 -0.38 -0.8752
H -5.32 2.61 2.01 0.3787
H -2.82 -0.40 4.91 0.2640
H -0.67 -1.59 4.59 0.4498
H 0.67 -1.15 2.54 0.4612
I 0.64 1.30 -3.24 0.0801
C -0.36 -0.50 -3.81 0.1961
C -0.37 -0.80 -5.14 -0.5008
C -1.07 -1.92 -5.61 -0.7496
C -1.74 -2.72 -4.72 -0.7966
C -1.73 -2.43 -3.34 0.8667
C -2.44 -3.26 -2.44 -0.8838
C -2.43 -2.98 -1.10 -1.1266
C -1.74 -1.87 -0.61 0.0664
C -1.00 -1.04 -1.44 0.1039
C -1.01 -1.30 -2.84 0.5284
H 0.14 -0.16 -5.85 0.3916
H -1.08 -2.14 -6.66 0.4062
H -2.28 -3.58 -5.06 0.4086
H -3.00 -4.10 -2.83 0.3834
H -2.96 -3.61 -0.40 0.4564
H -1.77 -1.69 0.45 0.2729
C 3.57 -3.42 0.57 -0.8457
N 3.69 -2.06 0.07 0.0032
C 4.98 -1.61 -0.41 -0.8872
C 2.64 -1.37 -0.22 0.4364
N 1.72 -0.69 -0.45 0.0020
H 4.44 -3.64 1.19 0.3141
H 3.54 -4.15 -0.25 0.3250
H 2.67 -3.52 1.17 0.2902
H 5.75 -1.95 0.28 0.3140
H 5.00 -0.52 -0.45 0.3069
H 5.21 -2.00 -1.40 0.3233
N 3.60 6.44 2.49 -0.4052
C 3.02 5.56 2.04 -0.1441
C 2.34 4.45 1.50 0.6540
C 2.82 3.15 1.72 -0.8202
C 2.16 2.09 1.15 -0.0803
N 1.07 2.23 0.38 -0.0426
C 0.60 3.47 0.17 -0.3935
C 1.18 4.59 0.71 -0.7887
H 3.70 2.99 2.32 0.4995
H 2.52 1.08 1.32 0.3575
H -0.27 3.55 -0.45 0.5859
H 0.76 5.56 0.53 0.5071

***

Entry 3:
20
Properties=species:S:1:pos:R:3:mulliken_charge:R:1 method="wB97M-V/def2-TZVPD" homo_lumo_gap_ev=9.493 e_tot_ha=-536.2738 charge=0 largest_force_ha_per_bohr=0.067 smiles="C[C@@]12O[C@@H]1c1ccccc1C2=O" e_lumo_ev=-0.039
C -2.69 1.36 -1.05 -1.2326
C -1.63 0.61 -0.30 0.8963
O -1.96 -0.76 -0.04 -0.4838
C -0.88 -0.50 -0.86 0.0665
C 0.34 -0.73 -0.01 0.0954
C 1.34 -1.67 -0.07 -0.6615
C 2.35 -1.57 0.99 -0.1553
C 2.29 -0.63 1.99 -0.4750
C 1.28 0.33 1.97 -0.3800
C 0.32 0.23 1.02 0.1231
C -0.77 1.19 0.77 0.1035
O -0.95 2.27 1.32 -0.6380
H -3.03 0.64 -1.78 0.3868
H -2.13 2.18 -1.55 0.2610
H -3.54 1.86 -0.52 0.2812
H -1.03 -0.75 -1.96 0.4084
H 1.58 -2.42 -0.80 0.4023
H 3.30 -2.28 1.02 0.2415
H 3.04 -0.59 2.91 0.2327
H 1.12 1.10 2.65 0.5275

***

Entry 4:
29
Properties=species:S:1:pos:R:3:mulliken_charge:R:1 method="wB97M-V/def2-TZVPD" homo_lumo_gap_ev="7.298 / 7.298" e_tot_ha=-558.3940 charge=+1 largest_force_ha_per_bohr=0.080 e_lumo_ev="-5.376 / -5.376"
C -3.43 -1.37 0.41 -0.2971
C -3.84 -0.09 0.58 -0.6628
C -2.20 -1.71 -0.07 -0.5527
C -2.95 0.94 0.29 -0.7036
C -1.27 -0.76 -0.43 0.7244
C -1.63 0.65 -0.28 0.3924
C 0.16 -1.01 -0.76 -1.2475
C -0.76 1.63 -0.77 0.3101
C 3.09 -1.17 -0.14 -1.1632
C 2.85 1.17 0.80 -1.2741
C 2.35 0.12 -0.21 0.1219
N 0.93 -0.09 0.13 -0.2529
O -0.74 2.82 -0.27 -0.4192
H -4.17 -2.14 0.63 0.3840
H -4.81 0.23 0.96 0.4007
H -1.85 -2.81 0.03 0.2856
H -3.34 1.87 0.17 0.4688
H 0.61 -2.00 -0.69 0.6322
H 0.38 -0.75 -1.79 0.4407
H 0.12 1.41 -1.43 0.3663
H 2.54 -1.81 0.56 0.2464
H 2.81 -1.45 -1.20 0.2834
H 4.13 -0.93 0.16 0.4008
H 2.03 1.87 0.57 0.2749
H 3.86 1.36 0.40 0.3970
H 2.87 0.83 1.82 0.3233
H 2.55 0.60 -1.13 0.3783
H 0.91 -0.47 1.05 0.3039
H -1.17 3.06 0.61 0.4380

***

Entry 5:
80
Properties=species:S:1:pos:R:3:mulliken_charge:R:1 method="wB97M-V/def2-TZVPD" homo_lumo_gap_ev=5.166 e_tot_ha=-2366.8758 charge=+1 largest_force_ha_per_bohr=0.033 e_lumo_ev=-4.814
Au 0.18 -0.76 -0.56 1.8266
C 1.57 1.84 4.00 -1.4411
C 0.45 2.83 4.29 0.2254
C -0.49 2.31 5.40 -1.2260
C -0.32 3.42 3.10 -0.1512
C -0.78 4.71 3.33 -0.7512
C -1.34 5.49 2.35 -1.3487
C -1.36 5.01 1.05 -0.7801
C -0.90 3.74 0.74 0.4161
C -0.87 3.37 -0.73 0.1516
C 0.51 2.87 -1.16 -1.4177
C -1.99 2.40 -1.12 -1.2518
C -0.50 2.87 1.80 0.7657
N -0.34 1.51 1.52 0.7190
C -0.69 0.64 2.38 -0.8194
C -0.40 -0.76 2.37 -0.3282
C -0.62 -1.62 3.45 -1.2773
C -0.14 -2.87 3.09 -1.3086
C 0.33 -2.79 1.77 -0.2603
N 0.20 -1.50 1.37 0.4624
C 0.81 -4.01 1.00 2.4619
C 2.11 -4.51 1.65 -1.7469
C -0.28 -5.09 1.12 -1.6961
C 1.08 -3.80 -0.49 -1.6950
H 2.20 1.75 4.89 0.5268
H 2.20 2.20 3.18 0.3129
H 1.23 0.84 3.75 0.1721
H 0.94 3.70 4.72 0.6875
H -0.94 1.34 5.15 0.1933
H -1.30 3.02 5.58 0.3538
H 0.07 2.18 6.32 0.4205
H -0.65 5.13 4.33 0.4724
H -1.68 6.49 2.57 0.3682
H -1.72 5.65 0.25 0.4100
H -1.05 4.30 -1.28 0.7002
H 0.74 1.94 -0.66 0.0547
H 1.28 3.60 -0.89 0.4297
H 0.55 2.72 -2.24 0.3823
H -1.80 1.42 -0.69 0.1293
H -2.04 2.30 -2.21 0.4125
H -2.95 2.77 -0.77 0.4183
H -1.32 0.94 3.22 0.6999
H -1.05 -1.33 4.39 0.5149
H -0.12 -3.75 3.70 0.5937
H 1.98 -4.68 2.72 0.3603
H 2.91 -3.78 1.51 0.3530
H 2.42 -5.45 1.19 0.4634
H -0.44 -5.38 2.16 0.3745
H 0.01 -5.98 0.57 0.4756
H -1.22 -4.72 0.72 0.2960
H 1.86 -3.06 -0.67 0.2855
H 0.17 -3.50 -1.02 0.2002
H 1.41 -4.74 -0.93 0.5610
O -4.99 -3.68 -5.20 -0.5619
N -5.02 -3.06 -4.16 0.9446
O -6.01 -2.90 -3.48 -0.5801
C -3.76 -2.42 -3.73 -0.2282
C -2.83 -2.25 -4.70 -0.7209
C -1.56 -1.69 -4.41 0.7199
C -0.54 -1.54 -5.38 -0.5820
C 0.69 -1.06 -4.99 -0.9414
C 0.89 -0.71 -3.65 -0.3480
N -0.05 -0.84 -2.75 -0.0675
C -1.27 -1.33 -3.10 -0.0726
C -2.25 -1.49 -2.07 0.0310
N -1.91 -1.10 -0.82 0.3991
C -2.77 -1.21 0.17 -0.0345
C -4.05 -1.73 -0.03 -1.2528
C -4.43 -2.13 -1.29 -0.7340
C -3.52 -2.03 -2.37 0.7888
H -3.07 -2.55 -5.72 0.5853
H -0.73 -1.82 -6.40 0.4945
H 1.49 -0.95 -5.71 0.4618
H 1.84 -0.33 -3.29 0.5181
H -2.44 -0.87 1.14 0.2096
H -4.73 -1.79 0.80 0.5381
H -5.42 -2.52 -1.44 0.6013
O 4.41 -0.30 0.25 -0.5544
S 3.02 -0.41 0.59 0.6820
N 2.14 -0.52 -0.64 -0.4473

***

Entry 6:
8
Properties=species:S:1:pos:R:3:mulliken_charge:R:1 method="wB97M-V/def2-TZVPD" homo_lumo_gap_ev="6.783 / 6.555" e_tot_ha=-5280.5980 charge=0 largest_force_ha_per_bohr=0.083 multiplicity=3 e_lumo_ev="0.685 / -3.258"
C -0.92 0.55 -0.59 0.2903
C 0.77 -0.64 0.57 -0.6299
N -0.39 -0.62 -0.28 -0.1418
Br -2.44 0.49 -1.65 -0.1517
Br -0.19 2.25 -0.25 -0.1399
H 1.49 -1.35 0.16 0.2326
H 0.52 -1.01 1.54 0.2341
H 1.14 0.34 0.49 0.3063